(1)
Entry from the OMol25 dataset: C45H43F3LiN2O3SSb as an isolated structure (ωB97M-V/def2-TZVPD).

Structure (ORCA input):
```
! RIJCOSX wB97M-V def2-TZVPD def2/J DEFGRID3
* xyz 0 1
Li -0.45 0.25 -1.27
C -2.84 -2.40 1.03
C -2.40 -3.12 -0.22
C -2.25 -4.51 -0.21
C -1.88 -5.19 -1.35
C -1.68 -4.50 -2.54
C -1.81 -3.11 -2.59
C -1.61 -2.36 -3.88
C -2.15 -2.44 -1.41
N -2.19 -1.01 -1.41
C -3.27 -0.38 -1.60
C -4.61 -1.00 -1.86
C -3.18 1.15 -1.55
C -4.45 1.94 -1.63
N -2.01 1.63 -1.46
C -1.78 3.05 -1.46
C -1.38 3.63 -2.66
C -1.25 2.79 -3.91
C -1.10 4.99 -2.68
C -1.19 5.75 -1.52
C -1.56 5.14 -0.33
C -1.86 3.78 -0.28
C -2.20 3.14 1.05
H -2.52 -2.94 1.92
H -3.93 -2.32 1.07
H -2.44 -1.39 1.08
H -2.41 -5.04 0.72
H -1.76 -6.27 -1.33
H -1.42 -5.03 -3.44
H -1.52 -3.06 -4.71
H -0.71 -1.75 -3.84
H -2.45 -1.70 -4.09
H -4.52 -2.08 -1.95
H -5.05 -0.60 -2.78
H -5.30 -0.77 -1.05
H -5.13 1.63 -0.84
H -4.95 1.76 -2.58
H -4.25 3.01 -1.53
H -0.59 1.94 -3.74
H -0.84 3.38 -4.73
H -2.21 2.39 -4.23
H -0.79 5.45 -3.61
H -0.96 6.81 -1.54
H -1.62 5.73 0.58
H -2.73 3.85 1.69
H -1.29 2.85 1.57
H -2.81 2.25 0.94
F -1.87 1.59 7.64
C -1.45 1.18 6.43
C -0.28 0.46 6.35
C 0.16 0.04 5.10
C -0.57 0.33 3.94
C -1.75 1.06 4.08
C -2.20 1.49 5.32
Sb 0.15 -0.30 1.99
C 2.15 0.30 2.42
C 2.52 1.62 2.16
C 3.82 2.06 2.34
C 4.76 1.14 2.77
F 6.04 1.55 2.94
C 4.45 -0.18 3.03
C 3.13 -0.59 2.84
C 0.29 -2.38 2.49
C 1.02 -3.26 1.68
C 0.98 -4.63 1.90
C 0.19 -5.11 2.91
F 0.13 -6.45 3.11
C -0.56 -4.29 3.72
C -0.51 -2.92 3.50
H 0.28 0.23 7.25
H 1.08 -0.53 5.03
H -2.35 1.30 3.20
H -3.12 2.06 5.44
H 1.78 2.33 1.79
H 4.12 3.08 2.14
H 5.22 -0.86 3.37
H 2.88 -1.63 3.02
H 1.63 -2.87 0.87
H 1.55 -5.31 1.28
H -1.17 -4.71 4.51
H -1.10 -2.27 4.14
C 6.93 1.36 -4.23
C 5.66 0.99 -3.51
C 5.61 0.97 -2.12
C 4.46 0.61 -1.45
C 3.33 0.27 -2.19
C 3.35 0.28 -3.58
C 4.52 0.64 -4.23
S 1.87 -0.14 -1.31
O 0.91 -0.75 -2.25
O 2.29 -1.03 -0.24
O 1.27 1.12 -0.82
H 7.65 1.84 -3.56
H 6.73 2.04 -5.07
H 7.41 0.47 -4.65
H 6.49 1.25 -1.55
H 4.42 0.59 -0.36
H 2.46 0.00 -4.13
H 4.55 0.65 -5.31
*
```

E_tot: -3021.48568 Ha
LUMO: -0.358 eV
orbital gap: 7.871 eV
E_HOMO: -8.2282 eV

(2)
Entry from the OMol25 dataset: C45H43N3O5SV as an isolated structure (ωB97M-V/def2-TZVPD).

Structure (ORCA input):
```
! RIJCOSX wB97M-V def2-TZVPD def2/J DEFGRID3
* xyz 3 1
V -0.10 1.52 -0.38
C 1.44 -4.23 -0.52
C 1.70 -3.40 0.72
C 2.28 -4.21 1.85
O 0.47 -2.77 1.16
C 0.35 -1.49 0.62
C 1.72 -1.32 -0.15
O 2.54 -2.28 0.44
C 2.51 -0.01 -0.33
O 1.39 0.96 -0.78
C 3.44 -0.02 -1.52
C 3.86 1.20 -2.05
C 4.75 1.23 -3.11
C 5.25 0.05 -3.64
C 4.85 -1.17 -3.10
C 3.94 -1.20 -2.05
C 3.19 0.58 0.89
C 2.81 1.76 1.53
C 3.54 2.24 2.60
C 4.67 1.57 3.04
C 5.07 0.41 2.39
C 4.34 -0.08 1.32
C -0.24 -0.63 1.78
O -0.42 0.79 1.03
C 0.53 -0.28 3.00
C 1.79 -0.80 3.27
C 2.43 -0.49 4.46
C 1.83 0.37 5.37
C 0.57 0.91 5.10
C -0.08 0.57 3.93
C -1.65 -1.09 2.06
C -1.80 -2.06 3.05
C -3.05 -2.58 3.34
C -4.17 -2.11 2.67
C -4.03 -1.13 1.70
C -2.77 -0.63 1.38
H 0.80 -5.08 -0.26
H 2.38 -4.62 -0.91
H 0.93 -3.66 -1.30
H 1.59 -4.99 2.14
H 2.49 -3.58 2.71
H 3.21 -4.68 1.52
H -0.44 -1.47 -0.14
H 1.47 -1.62 -1.18
H 3.51 2.14 -1.62
H 5.07 2.18 -3.52
H 5.95 0.07 -4.45
H 5.25 -2.09 -3.49
H 3.65 -2.16 -1.63
H 1.96 2.33 1.19
H 3.24 3.16 3.09
H 5.25 1.96 3.87
H 5.97 -0.11 2.70
H 4.67 -0.97 0.81
H 2.27 -1.46 2.57
H 3.40 -0.92 4.68
H 2.32 0.61 6.30
H 0.10 1.56 5.82
H -1.08 0.95 3.74
H -0.93 -2.41 3.59
H -3.15 -3.33 4.11
H -5.15 -2.49 2.92
H -4.90 -0.74 1.19
H -2.70 0.14 0.62
S 0.54 5.88 -0.70
C 0.11 5.49 0.91
C -0.14 4.17 1.04
N 0.00 3.48 -0.16
C 0.36 4.28 -1.16
H 0.07 6.25 1.68
H -0.42 3.65 1.94
H 0.54 3.93 -2.16
C -4.82 -0.35 -4.42
N -3.46 -0.26 -3.87
N -3.17 0.54 -2.81
C -1.84 0.48 -2.62
O -1.28 1.18 -1.64
C -1.28 -0.37 -3.55
C -2.34 -0.82 -4.34
C -2.32 -1.73 -5.51
C -4.16 1.28 -2.07
C -5.06 0.58 -1.27
C -6.02 1.29 -0.58
C -6.07 2.67 -0.68
C -5.16 3.36 -1.48
C -4.20 2.66 -2.19
H -5.33 0.60 -4.27
H -5.37 -1.15 -3.93
H -4.74 -0.55 -5.48
H -0.24 -0.62 -3.67
H -1.35 -2.21 -5.59
H -2.51 -1.18 -6.43
H -3.08 -2.51 -5.41
H -5.00 -0.50 -1.21
H -6.75 0.77 0.03
H -6.84 3.22 -0.15
H -5.22 4.43 -1.57
H -3.51 3.17 -2.85
*
```

E_tot: -3622.33652 Ha
LUMO: -10.411 eV
orbital gap: 5.263 eV
relative energy (zero: lowest compared OMol25 entry of this formula, charge and spin): 21.3 kJ/mol
E_HOMO: -15.6742 eV

(3)
Entry from the OMol25 dataset: a 2-piece molecular cluster, C45H44BF9N2O2 overall at a distorted geometry (ωB97M-V/def2-TZVPD).

Structure (ORCA input):
```
! RIJCOSX wB97M-V def2-TZVPD def2/J DEFGRID3
* xyz 0 1
C -2.96 5.08 0.56
C -2.23 3.96 -0.16
C -0.84 4.46 -0.54
C -2.21 2.63 0.73
C -1.02 1.82 0.36
C -2.17 2.86 2.23
O -3.32 1.85 0.33
B -3.71 2.42 -0.94
C -4.02 1.41 -2.18
C -4.69 0.21 -1.95
C -5.13 -0.58 -3.01
C -4.85 -0.18 -4.32
C -5.24 -1.05 -5.48
F -6.01 -0.35 -6.38
F -4.13 -1.50 -6.15
F -5.96 -2.14 -5.10
C -4.16 1.01 -4.56
C -3.73 1.79 -3.48
C -5.24 2.98 -0.36
C -5.68 4.35 -0.76
C -6.44 3.16 -1.22
O -2.92 3.55 -1.34
H -2.42 5.36 1.47
H -2.99 5.95 -0.11
H -3.98 4.80 0.81
H -0.23 4.58 0.37
H -0.34 3.77 -1.24
H -0.93 5.43 -1.03
H -0.08 2.32 0.62
H -1.05 0.86 0.90
H -1.03 1.61 -0.72
H -1.21 3.33 2.50
H -2.99 3.50 2.56
H -2.23 1.90 2.75
H -4.91 -0.10 -0.93
H -5.69 -1.49 -2.83
H -3.96 1.33 -5.58
H -3.20 2.72 -3.70
H -5.45 2.69 0.68
H -6.17 5.00 -0.03
H -5.08 4.87 -1.52
H -6.36 2.87 -2.27
H -7.43 3.04 -0.77
F 4.58 2.60 5.99
C 4.38 2.74 4.66
F 3.02 2.84 4.43
F 4.93 3.93 4.26
C 4.96 1.63 3.83
N 4.77 1.98 2.41
C 5.90 2.53 1.78
C 7.16 1.93 1.97
C 8.31 2.54 1.49
C 8.23 3.77 0.82
C 6.98 4.36 0.61
C 5.82 3.75 1.08
C 3.61 1.59 1.76
C 3.30 2.09 0.48
C 2.22 1.59 -0.24
C 1.48 0.48 0.25
C 0.42 -0.15 -0.51
C 0.21 -1.56 -0.34
C -1.01 -2.19 -0.68
C -1.12 -3.57 -0.66
C -0.01 -4.39 -0.33
N -0.12 -5.77 -0.36
C -1.42 -6.44 -0.31
C -1.83 -6.56 1.13
F -2.98 -7.25 1.34
F -0.83 -7.17 1.84
F -1.97 -5.30 1.67
C 0.99 -6.64 -0.42
C 1.94 -6.63 0.62
C 2.94 -7.60 0.66
C 3.00 -8.58 -0.33
C 2.07 -8.58 -1.38
C 1.06 -7.62 -1.42
C 1.22 -3.77 -0.04
C 1.30 -2.39 0.03
C 1.70 0.10 1.61
C 2.73 0.65 2.35
H 6.03 1.59 4.06
H 4.48 0.68 4.10
H 7.20 0.97 2.49
H 9.27 2.05 1.65
H 9.14 4.25 0.45
H 6.90 5.30 0.07
H 4.85 4.23 0.94
H 3.90 2.87 0.04
H 1.94 2.03 -1.20
H 0.12 0.27 -1.47
H -1.86 -1.56 -0.97
H -2.06 -4.03 -0.96
H -2.19 -5.88 -0.86
H -1.30 -7.45 -0.72
H 1.86 -5.87 1.41
H 3.66 -7.57 1.48
H 3.77 -9.34 -0.29
H 2.12 -9.34 -2.17
H 0.31 -7.61 -2.22
H 2.13 -4.34 0.13
H 2.27 -1.95 0.29
H 1.05 -0.63 2.09
H 2.89 0.29 3.37
*
```

E_tot: -2924.76169 Ha
LUMO: -2.695 eV
orbital gap: 3.349 eV
relative energy (zero: lowest compared OMol25 entry of this formula, charge and spin): 0.0 kJ/mol
E_HOMO: -6.0444 eV

(4)
Entry from the OMol25 dataset: C45H44BaClIN13O6S3 as an isolated structure at a distorted geometry (ωB97M-V/def2-TZVPD).

Structure (ORCA input):
```
! RIJCOSX wB97M-V def2-TZVPD def2/J DEFGRID3
* xyz -1 1
Ba 1.22 -0.17 0.21
C -4.31 -1.08 -0.45
C -4.00 0.01 0.59
N -2.70 0.63 0.41
C -2.59 1.73 -0.52
C -2.75 1.40 -2.01
S -1.54 0.15 -2.55
C -2.59 -1.27 -2.99
C -2.84 -2.38 -1.96
N -3.13 -1.90 -0.63
H -4.57 -0.63 -1.41
H -5.20 -1.65 -0.14
H -4.02 -0.46 1.58
H -4.77 0.78 0.59
H -2.06 -0.10 0.13
H -1.59 2.18 -0.39
H -3.31 2.51 -0.24
H -2.58 2.30 -2.60
H -3.76 1.05 -2.24
H -2.08 -1.74 -3.84
H -3.52 -0.87 -3.38
H -1.94 -2.98 -1.89
H -3.64 -3.01 -2.38
H -3.06 -2.64 0.05
S 0.79 -2.62 -1.70
C 0.63 -3.95 -0.63
N 0.84 -5.17 -1.02
N 0.76 -6.18 -0.08
C 1.57 -6.28 1.04
C 2.45 -5.27 1.43
C 3.22 -5.42 2.58
C 3.14 -6.56 3.36
C 2.27 -7.58 2.96
C 1.50 -7.44 1.83
N 0.27 -3.83 0.74
N -0.14 -2.74 1.13
C -0.56 -2.78 2.47
C -1.59 -1.90 2.82
C -2.09 -1.91 4.11
C -1.55 -2.76 5.06
C -0.50 -3.61 4.72
C -0.01 -3.63 3.42
H 0.52 -7.05 -0.53
H 2.53 -4.36 0.85
H 3.89 -4.61 2.86
H 3.74 -6.67 4.25
H 2.19 -8.48 3.55
H 0.81 -8.23 1.54
H -1.98 -1.23 2.07
H -2.90 -1.23 4.38
H -1.93 -2.75 6.07
H -0.07 -4.26 5.47
H 0.80 -4.30 3.13
N 7.14 4.65 -0.75
C 6.31 3.92 0.09
C 6.82 3.28 1.22
C 6.00 2.50 2.02
C 4.66 2.36 1.70
C 4.14 3.00 0.58
C 4.96 3.76 -0.23
S 3.57 1.36 2.68
O 4.29 0.91 3.84
O 2.38 2.16 2.91
N 3.07 0.16 1.74
C 3.96 -0.65 1.15
N 3.40 -1.59 0.36
C 4.21 -2.40 -0.32
C 5.59 -2.33 -0.19
C 6.07 -1.34 0.66
N 5.29 -0.50 1.32
H 7.98 5.02 -0.33
H 6.69 5.29 -1.38
H 7.87 3.39 1.47
H 6.39 1.98 2.89
H 3.09 2.88 0.33
H 4.55 4.24 -1.12
H 3.72 -3.11 -0.98
H 6.25 -2.99 -0.73
H 7.14 -1.21 0.81
O 3.37 4.12 -4.40
C 2.81 5.07 -3.68
O 2.94 6.24 -3.95
C 2.01 4.65 -2.49
C 1.45 5.55 -1.59
Cl 1.55 7.24 -1.54
N 0.82 4.84 -0.63
N 0.94 3.52 -0.84
C 1.64 3.38 -1.95
C 1.97 1.96 -2.39
O 2.71 1.79 -3.37
O 1.46 1.07 -1.66
C 0.20 5.30 0.58
C 0.60 4.74 1.78
C 0.03 5.20 2.96
C -0.93 6.20 2.94
C -1.34 6.73 1.72
C -0.78 6.28 0.54
H 3.19 3.18 -4.03
H 1.34 3.95 1.81
H 0.35 4.75 3.90
H -1.37 6.55 3.86
H -2.10 7.50 1.70
H -1.11 6.69 -0.41
I -2.91 3.25 2.82
C -1.55 2.08 3.91
C -1.61 2.17 5.30
C -0.70 1.43 6.03
C 0.21 0.63 5.36
C 0.17 0.61 3.98
N -0.69 1.32 3.25
H -2.33 2.82 5.78
H -0.71 1.48 7.11
H 0.94 0.03 5.89
H 0.88 -0.01 3.43
*
```

E_tot: -4882.60605 Ha
LUMO: 1.660 eV
orbital gap: 6.315 eV
relative energy (zero: lowest compared OMol25 entry of this formula, charge and spin): 159.9 kJ/mol
E_HOMO: -4.6550 eV

Question: Which value of orbital gap does entry 1 give?
Answer: 7.871 eV

Question: Which formula does entry 4 have?
Answer: C45H44BaClIN13O6S3

Question: The highest LUMO belongs to which entry?
Answer: C45H44BaClIN13O6S3